Entry A
C8H15NO | ωB97M-V/def2-TZVPD

```
! RIJCOSX wB97M-V def2-TZVPD def2/J DEFGRID3
* xyz 0 1
C 1.7216 -1.1555 -1.1027
N 0.4960 -0.5027 -0.6938
C 0.4551 0.9379 -0.7012
C 1.3957 1.2792 0.5547
C 1.3829 -0.0375 1.4539
C 0.1237 -0.5917 0.7468
C -1.2266 -1.2968 0.6795
C -1.9219 -0.2614 -0.3187
O -3.1843 0.0490 0.2511
C -1.1187 1.1134 -0.5996
H 2.6512 -0.7337 -0.6892
H 1.7930 -1.1035 -2.1956
H 1.6746 -2.2126 -0.8192
H 0.8492 1.3898 -1.6214
H 2.4034 1.5279 0.2032
H 1.0313 2.1386 1.1310
H 2.3023 -0.6265 1.3793
H 1.2082 0.2030 2.5059
H -0.3828 0.3312 1.0133
H -1.7783 -1.2923 1.6263
H -1.2294 -2.3050 0.2592
H -2.0570 -0.7587 -1.2877
H -3.6797 0.5709 -0.3932
H -1.4959 1.5010 -1.5549
H -1.4135 1.8359 0.1732
*
```

Charge distribution, Löwdin scheme, values in e: -0.075, -0.181, -0.277, -0.102, -0.104, -0.302, -0.050, -0.330, -0.053, -0.072, 0.075, 0.088, 0.095, 0.137, 0.097, 0.104, 0.085, 0.105, 0.092, 0.114, 0.105, 0.133, 0.092, 0.107, 0.114

---

Entry B
C8H15NO | ωB97M-V/def2-TZVPD

```
! RIJCOSX wB97M-V def2-TZVPD def2/J DEFGRID3
* xyz 0 1
C 1.4515 4.2047 -0.3401
C 0.4915 3.3238 0.4507
C 0.8464 1.8395 0.3815
C -0.1205 0.9809 1.1640
C -1.3815 0.4616 0.5289
C -0.2860 -0.4983 0.9359
C 0.5209 -1.2443 -0.0979
C -0.0073 -2.6252 -0.4199
N -1.2247 -2.7621 -0.9544
O 0.7482 -3.4162 -1.0800
H 2.4770 4.1189 0.0505
H 1.4717 3.9106 -1.4006
H 1.1590 5.2629 -0.2893
H 0.4798 3.6428 1.5060
H -0.5355 3.4622 0.0752
H 0.8656 1.5296 -0.6750
H 1.8681 1.6893 0.7699
H -0.2176 1.2812 2.2114
H -2.3106 0.4699 1.1006
H -1.5040 0.6411 -0.5425
H -0.4817 -1.0757 1.8437
H 0.5621 -0.6860 -1.0448
H 1.5635 -1.3797 0.2260
H -1.9888 -2.3627 -0.4220
H -0.7652 -3.6330 -1.7167
*
```

Charge distribution, Löwdin scheme, values in e: -0.123, -0.275, -0.200, -0.269, -0.083, -0.261, -0.097, -0.506, 0.098, -0.064, 0.074, 0.074, 0.070, 0.112, 0.114, 0.115, 0.125, 0.141, 0.101, 0.114, 0.142, 0.133, 0.129, 0.086, 0.252

---

So which one is most stable? That would be entry B, about 0.0415 hartree below the next structure.

---

Entry A
C18H25N5O3 | ωB97M-V/def2-TZVPD

```
! RIJCOSX wB97M-V def2-TZVPD def2/J DEFGRID3
* xyz 0 1
C 3.2540 -1.2366 -1.5709
N 2.1670 -0.5999 -1.6909
N 0.7627 -1.1976 -1.7540
C 0.8016 -2.6121 -2.2454
C 0.0889 -0.4222 -2.8446
C 0.1416 -1.0557 -0.3663
C -0.9357 0.0205 -0.3903
C -0.6228 1.3723 -0.2991
C -1.6406 2.3127 -0.3056
C -2.9673 1.9120 -0.5319
N -3.9968 2.8392 -0.6732
C -4.5804 3.0601 -1.9701
C -4.2386 3.8736 0.3056
C -3.2634 0.5436 -0.6572
C -2.2631 -0.4037 -0.5212
C 1.1439 -0.9901 0.7381
C 1.2017 0.0338 1.7675
O 0.3680 0.9334 1.9688
N 2.3489 0.0412 2.5994
C 2.5427 1.1210 3.5339
C 3.0032 -1.1335 2.9629
O 3.8073 -1.1941 3.8894
N 2.6770 -2.2432 2.1800
C 3.3672 -3.4748 2.4550
C 1.9193 -2.1814 1.0025
O 1.9571 -3.2036 0.2878
H 4.1031 -0.7241 -1.0819
H 3.5061 -2.2474 -1.9572
H -0.2329 -2.9658 -2.3478
H 1.2810 -2.5994 -3.2200
H 1.3510 -3.2359 -1.5492
H 0.6604 -0.6384 -3.7450
H -0.9332 -0.7811 -2.9781
H 0.1412 0.6548 -2.6434
H -0.3697 -2.0248 -0.1907
H 0.4170 1.6947 -0.2628
H -1.4063 3.3711 -0.1938
H -4.5851 2.1304 -2.5479
H -5.6025 3.4257 -1.8392
H -4.0162 3.8102 -2.5479
H -4.1849 3.4488 1.3161
H -3.5176 4.7007 0.2252
H -5.2487 4.2629 0.1335
H -4.3033 0.2584 -0.8098
H -2.4965 -1.4751 -0.5431
H 2.2983 2.0629 3.0542
H 1.9142 0.9698 4.4182
H 3.5821 1.1041 3.8547
H 3.7841 -3.3807 3.4536
H 2.6462 -4.2927 2.4049
H 4.1691 -3.6442 1.7270
*
```

Charge distribution, Löwdin scheme, values in e: 0.012, 0.084, -0.219, -0.012, -0.002, -0.155, -0.210, -0.055, 0.018, -0.253, -0.248, -0.082, -0.075, -0.013, -0.031, -0.057, -0.356, 0.019, 0.008, -0.033, -0.427, 0.052, 0.008, -0.029, -0.403, -0.031, 0.107, 0.100, 0.114, 0.096, 0.067, 0.096, 0.110, 0.105, 0.154, 0.129, 0.119, 0.083, 0.080, 0.085, 0.095, 0.078, 0.081, 0.116, 0.121, 0.089, 0.104, 0.087, 0.085, 0.094, 0.097

---

Entry B
C18H25N5O3 | ωB97M-V/def2-TZVPD

```
! RIJCOSX wB97M-V def2-TZVPD def2/J DEFGRID3
* xyz 0 1
C 6.4818 1.0523 -2.1110
C 6.2287 1.6927 -0.7544
O 5.3570 0.8873 0.0449
C 4.0452 1.0302 -0.1454
O 3.5469 1.8179 -0.9054
C 3.2703 0.0435 0.7088
C 1.9060 0.6140 1.0934
C 1.0760 -0.4431 1.8256
N 0.9343 -1.6267 1.0127
C -0.1934 -2.1191 0.4500
O -0.1658 -3.0787 -0.2991
C -1.5147 -1.4386 0.7706
C -1.7392 -0.2467 -0.1769
C -3.1559 0.2464 -0.0834
C -3.5309 1.2572 0.8414
C -2.5305 1.9202 1.7346
N -4.7649 1.6836 0.9726
C -5.6971 1.1449 0.2105
N -6.9951 1.3850 0.1459
C -7.4246 0.5484 -0.8009
N -6.5009 -0.2157 -1.3552
N -5.3858 0.1483 -0.7230
C -4.1314 -0.3145 -0.8837
C -3.9174 -1.3676 -1.9169
C 2.2094 -2.2283 0.6756
C 3.0729 -1.2422 -0.1079
H 6.8875 0.0512 -1.9857
H 5.5523 0.9902 -2.6717
H 7.1905 1.6550 -2.6713
H 7.1512 1.7721 -0.1762
H 5.7776 2.6822 -0.8793
H 3.8621 -0.1829 1.6002
H 1.3953 0.9293 0.1817
H 2.0295 1.4891 1.7332
H 1.5909 -0.7239 2.7539
H 0.1050 -0.0314 2.0889
H -2.2910 -2.1846 0.5928
H -1.5806 -1.1327 1.8139
H -1.5317 -0.5747 -1.1963
H -1.0450 0.5574 0.0645
H -2.0620 1.1954 2.3973
H -3.0464 2.6643 2.3335
H -1.7535 2.4100 1.1500
H -8.4522 0.4938 -1.0991
H -3.3418 -2.2013 -1.5221
H -3.3727 -0.9541 -2.7657
H -4.8848 -1.7214 -2.2643
H 2.7185 -2.5203 1.6011
H 2.0061 -3.1192 0.0795
H 2.5757 -0.9975 -1.0487
H 4.0382 -1.6965 -0.3333
*
```

Charge distribution, Löwdin scheme, values in e: -0.060, -0.212, 0.002, -0.482, 0.124, -0.224, -0.117, -0.136, -0.048, -0.456, 0.055, -0.081, -0.123, -0.115, -0.260, -0.018, 0.187, -0.349, 0.129, -0.206, 0.092, -0.013, -0.160, 0.009, -0.128, -0.105, 0.078, 0.077, 0.078, 0.123, 0.121, 0.155, 0.119, 0.129, 0.134, 0.100, 0.122, 0.110, 0.123, 0.099, 0.074, 0.084, 0.087, 0.103, 0.087, 0.100, 0.074, 0.134, 0.122, 0.137, 0.126

---

So which one is most stable? That would be entry B, about 0.1585 hartree below the next structure.

---

Entry A
C2H8NO2 | ωB97M-V/def2-TZVPD

```
! RIJCOSX wB97M-V def2-TZVPD def2/J DEFGRID3
* xyz 1 1
C -0.9937 -0.6589 -1.0298
N -0.7746 -1.7085 0.0118
H -0.0420 -0.2081 -1.2331
H -1.3063 -1.0661 -1.9880
H -1.6013 0.1621 -0.6865
H -0.6442 -2.6067 -0.4386
H -1.5623 -1.7728 0.6481
H 0.0381 -1.4438 0.5711
O 1.7315 0.6049 -0.0136
C 1.6892 1.5946 0.6652
O 0.5173 2.0110 1.1517
H 2.5838 2.1606 0.9458
H 0.3643 2.9318 1.3959
*
```

Charge distribution, Löwdin scheme, values in e: -0.016, 0.177, 0.065, 0.109, 0.105, 0.170, 0.169, 0.160, 0.054, -0.356, 0.084, 0.151, 0.128

---

Entry B
C2H8NO2 | ωB97M-V/def2-TZVPD

```
! RIJCOSX wB97M-V def2-TZVPD def2/J DEFGRID3
* xyz 1 1
C -1.8777 -0.2590 -0.3311
C 1.0310 -0.1116 -0.7144
N 1.3237 -0.5908 0.7249
O -1.9553 0.1700 0.9267
O 0.8620 1.2475 -0.5859
H -2.3082 0.2779 -1.0993
H -1.4185 -1.2692 -0.5529
H 1.8311 -0.3651 -1.4428
H 0.7030 0.1760 1.2611
H 2.1880 -0.6502 1.2004
H 0.8261 -1.3711 1.0281
H -2.3809 1.0180 0.9349
H 1.1757 1.7277 -1.3498
*
```

Charge distribution, Löwdin scheme, values in e: -0.028, -0.123, 0.194, 0.006, -0.024, 0.060, 0.090, 0.128, 0.214, 0.142, 0.117, 0.112, 0.114

---

Entry C
C2H8NO2 | ωB97M-V/def2-TZVPD

```
! RIJCOSX wB97M-V def2-TZVPD def2/J DEFGRID3
* xyz 1 1
C -2.0212 1.9907 -0.7567
N -0.5657 1.5309 -0.9552
H -2.6689 1.0624 -0.4612
H -2.3443 2.4257 -1.7015
H -2.1357 2.6647 0.0396
H -0.3499 0.6640 -0.3264
H -0.4805 1.2914 -1.9582
H 0.1293 2.3090 -0.7430
O 0.3595 -0.5757 -0.0076
C 0.8996 -1.5888 0.4362
O 1.6827 -1.7187 1.4819
H 0.6947 -2.6069 0.0080
H 1.5071 -2.5828 1.9578
*
```

Charge distribution, Löwdin scheme, values in e: -0.015, 0.095, 0.138, 0.092, 0.066, 0.073, 0.160, 0.188, 0.031, -0.296, 0.129, 0.165, 0.174

---

So which one is most stable? That would be entry A, about 0.0090 hartree below the next structure.

---

Entry A
C5H10NP | ωB97M-V/def2-TZVPD

```
! RIJCOSX wB97M-V def2-TZVPD def2/J DEFGRID3
* xyz 0 1
C 1.6425 0.6733 -0.9128
C 0.7729 0.0740 0.1195
C 1.0874 -1.2828 0.6370
N -0.1491 0.6975 0.7968
P -0.5698 2.3848 0.6703
H 2.6091 0.1399 -0.9148
H 1.1745 0.5415 -1.8469
H 1.7657 1.8379 -0.8202
H 1.1866 -2.0898 -0.0059
H 0.2750 -1.5537 1.3123
H 1.9253 -1.2480 1.2060
H -1.0158 2.3201 -0.5694
H -1.8483 1.9792 1.1401
C -2.1893 -1.3961 -0.7117
C -2.3361 -0.9760 0.3857
H -1.9904 -1.8789 -1.5826
H -2.3402 -0.2230 1.0967
*
```

Charge distribution, Löwdin scheme, values in e: -0.063, -0.495, -0.053, -0.289, 0.772, 0.086, 0.060, 0.098, 0.060, 0.078, 0.049, -0.163, -0.118, 0.019, -0.018, -0.007, -0.016

---

Entry B
C5H10NP | ωB97M-V/def2-TZVPD

```
! RIJCOSX wB97M-V def2-TZVPD def2/J DEFGRID3
* xyz 0 1
C 0.8405 -1.3345 0.9719
C 1.2938 -1.7460 -0.4174
C 0.8845 1.3820 0.1804
C -0.5469 1.5630 -0.2319
C 0.3778 -0.0161 0.5938
N -0.8569 0.2693 0.1724
P -2.2549 -0.6532 0.0276
H 0.1258 -1.9972 1.5525
H 1.6911 -1.1577 1.7005
H 2.2998 -1.4061 -0.6742
H 0.5741 -1.6957 -1.3275
H 1.4547 1.5315 -0.7773
H 1.3502 1.8883 0.9773
H -1.0232 2.3220 0.3177
H -0.8068 1.7053 -1.3529
H -2.2980 -1.0314 -1.3728
H -3.1056 0.3763 -0.3401
*
```

Charge distribution, Löwdin scheme, values in e: -0.321, -0.067, -0.057, -0.242, -0.292, -0.418, 0.853, 0.106, 0.125, 0.015, 0.048, 0.131, 0.093, 0.097, 0.150, -0.102, -0.118

---

Entry C
C5H10NP | ωB97M-V/def2-TZVPD

```
! RIJCOSX wB97M-V def2-TZVPD def2/J DEFGRID3
* xyz 0 1
C 0.6783 -1.7265 -0.2444
C 1.2119 -0.6432 -0.7917
C -0.5727 -1.5477 0.5373
C 0.8013 0.7466 -0.4583
C 1.3891 1.5281 0.6117
N -1.1745 -0.2347 0.3079
P -2.6785 0.3705 -0.1650
H 0.9133 -2.7687 -0.5534
H 1.9555 -0.5790 -1.6040
H -1.3907 -2.3354 0.2830
H -0.3364 -1.6109 1.5628
H 0.2903 1.3078 -1.2101
H 1.5452 2.5538 0.3067
H 2.1836 0.9616 1.0804
H 0.4469 1.4742 1.2358
H -2.6607 0.9488 -1.4341
H -2.6020 1.5548 0.5355
*
```

Charge distribution, Löwdin scheme, values in e: -0.100, -0.126, -0.333, -0.115, -0.079, -0.408, 0.674, 0.115, 0.117, 0.130, 0.078, 0.099, 0.081, 0.087, 0.112, -0.172, -0.158

---

So which one is most stable? That would be entry A, about 0.0267 hartree below the next structure.

---

Entry A
C4H3ClOS2 | ωB97M-V/def2-TZVPD

```
! RIJCOSX wB97M-V def2-TZVPD def2/J DEFGRID3
* xyz 0 1
O 0.1694 0.6273 2.1825
C 0.6945 0.6911 1.0990
C -0.0218 0.2622 -0.1938
Cl -0.0670 1.7434 -1.2326
C -1.4592 -0.1220 0.1113
S -2.1374 -1.5216 -0.2557
C 0.7386 -0.7955 -0.9595
S 1.9881 -1.6037 -0.3697
H 1.7171 1.0647 0.9647
H -1.9947 0.6628 0.6316
H 0.3722 -1.0086 -1.9779
*
```

Charge distribution, Löwdin scheme, values in e: 0.081, -0.313, -0.902, 0.697, -0.666, 0.785, -0.714, 0.784, 0.120, 0.065, 0.064

---

Entry B
C4H3ClOS2 | ωB97M-V/def2-TZVPD

```
! RIJCOSX wB97M-V def2-TZVPD def2/J DEFGRID3
* xyz 0 1
S 3.1796 -1.0285 0.0743
C 1.6690 -0.5666 0.3634
O 0.7085 -0.5845 -0.5754
C -0.5515 -0.1491 -0.2163
C -0.7702 1.2773 0.0196
S 0.3734 2.4161 -0.0161
C -1.5100 -1.0926 -0.1732
Cl -3.1627 -0.7949 0.1480
H 1.2772 -0.2084 1.3195
H -1.8045 1.5336 0.2499
H -1.2462 -2.1499 -0.3741
*
```

Charge distribution, Löwdin scheme, values in e: 0.716, -0.765, -0.125, -0.452, -0.596, 0.773, -0.460, 0.683, 0.081, 0.040, 0.107

---

So which one is most stable? That would be entry A, about 0.0051 hartree below the next structure.

---

Entry A
C4H13N2 | ωB97M-V/def2-TZVPD

```
! RIJCOSX wB97M-V def2-TZVPD def2/J DEFGRID3
* xyz 1 1
N -1.9321 -2.3046 -0.3129
C -0.9151 -1.2721 -0.4212
C 0.4159 -0.9660 1.6690
C -0.6435 -0.6658 0.9306
H -2.1213 -2.7268 -1.2123
H -2.8080 -1.9473 0.0463
H -1.1714 -0.4624 -1.1277
H 0.0039 -1.7534 -0.7738
H 0.5748 -0.5407 2.6503
H 1.1543 -1.6597 1.2821
H -1.4100 -0.0200 1.3480
C 0.6915 2.4289 -0.5165
N 1.5099 1.1768 -0.5242
H 0.6320 2.7725 0.5087
H 1.1871 3.1746 -1.1278
H -0.2893 2.1880 -0.9002
H 1.0897 0.4763 0.1228
H 2.4630 1.3506 -0.1926
H 1.5685 0.7512 -1.4487
*
```

Charge distribution, Löwdin scheme, values in e: 0.014, -0.321, 0.006, -0.205, 0.078, 0.078, 0.101, 0.111, 0.074, 0.080, 0.113, -0.003, 0.139, 0.106, 0.104, 0.096, 0.090, 0.173, 0.168

---

Entry B
C4H13N2 | ωB97M-V/def2-TZVPD

```
! RIJCOSX wB97M-V def2-TZVPD def2/J DEFGRID3
* xyz 1 1
C -0.9218 1.1600 1.5029
C -1.4677 -0.2382 1.1804
N -1.3210 -0.7962 -0.1827
H -1.3352 1.9174 0.8804
H -1.2169 1.3980 2.5210
H 0.1403 1.3124 1.3797
H -0.9450 -0.9156 1.8653
H -2.5457 -0.2741 1.3643
H -1.6640 -1.7431 -0.1178
H -2.0385 -0.3165 -0.8728
C 1.2305 0.5739 -1.8142
C 2.1279 -0.9922 -0.2366
N 1.1131 -0.4179 -0.7633
H 0.4329 1.3520 -1.7109
H 1.0110 0.0672 -2.7927
H 2.2263 1.0479 -1.7687
H 3.1538 -0.6977 -0.4610
H 2.0436 -1.7938 0.4708
H -0.0234 -0.6433 -0.4440
*
```

Charge distribution, Löwdin scheme, values in e: -0.078, -0.263, 0.011, 0.063, 0.088, 0.062, 0.121, 0.119, 0.115, 0.186, -0.051, 0.119, -0.073, 0.102, 0.120, 0.102, 0.111, 0.100, 0.048

---

So which one is most stable? That would be entry B, about 0.0056 hartree below the next structure.